C5H11NO | ωB97M-V/def2-TZVPD

Results
Total charge   0
Gap between HOMO and LUMO   9.0 eV
ΔE to the lowest compared entry with this formula, charge and spin   2.709 eV
Maximum force   1.62 eV/Å
Structure (SMILES)   C=C/C(N)=C/C.O
E_tot   -327.03180 a.u.
LUMO level   0.853 eV

Geometry (Å):
C (1.0893, -0.4579, 1.8860)
C (0.9793, 0.4686, 0.9398)
C (-0.0008, 0.3922, -0.1403)
N (-0.4858, -0.8920, -0.4681)
C (-0.6108, 1.5155, -0.5854)
C (-2.0705, 1.5616, -0.9725)
H (0.4744, -1.3549, 1.7819)
H (1.7171, -0.4819, 2.7568)
H (1.1184, 1.5190, 1.1981)
H (-1.0274, -0.8523, -1.3157)
H (-1.0032, -1.3609, 0.2654)
H (0.0266, 2.3724, -0.7777)
H (-2.4996, 2.5570, -1.0149)
H (-2.2649, 0.9822, -1.8776)
H (-2.5920, 1.0171, -0.1738)
O (2.6334, -2.0538, -0.6542)
H (2.6427, -3.0104, -0.7822)
H (1.8737, -1.9215, -0.0656)